(1)
63
Properties=species:S:1:pos:R:3:forces:R:3 method="wB97M-V/def2-TZVPD" charge=-2 homo_lumo_gap_ev="2.702 / 2.708" homo_energy_ev="0.21 / 0.20" lumo_energy_ev="2.9 / 2.9"
Lu 1.2493 -0.3915 -0.4298 0.92 -2.02 -1.73
Br -1.6031 -3.6703 5.5634 0.20 0.53 -0.01
Br -0.4031 1.7417 4.1138 -0.03 0.68 0.06
As 0.3506 -3.4737 -5.2458 -0.45 -0.19 -0.42
S -1.7972 -4.0895 -5.0174 0.81 -0.09 0.12
S 0.1376 -1.6019 -3.5656 -0.46 0.07 -0.55
S 5.0682 -0.8287 3.0634 -0.27 0.16 0.20
S 1.6782 -2.2366 -2.4640 1.20 1.70 2.12
S 3.2708 -1.9515 0.9066 0.20 1.08 0.62
S 1.9498 -4.6161 -4.3083 -0.88 -0.17 -0.39
O -5.3662 2.8027 -1.1024 0.43 -1.38 -0.04
O 0.2964 0.3307 1.3631 -0.89 -0.64 1.83
N -0.0486 -2.2612 0.6484 -0.74 -0.79 1.35
N 2.9190 0.9385 0.4962 -0.18 3.05 -1.16
N 2.0118 1.5367 -1.9007 -0.22 -0.11 0.93
N -2.7490 1.8138 -0.9579 -2.01 0.19 0.46
N 3.6019 0.6917 1.5823 0.69 -0.82 1.30
N -0.7817 0.3679 -1.1447 -1.81 1.38 -0.10
C -0.2042 -3.5702 0.3772 0.53 0.44 -1.43
C -0.5842 -0.0367 3.6341 0.64 -2.34 -2.72
C -1.7113 1.0684 -1.0711 2.71 -1.78 -0.57
C -5.1164 1.6067 -0.3000 -0.33 0.30 -0.85
C -4.5569 2.8627 -2.2781 0.03 -0.15 0.61
C 4.6343 0.5673 4.1230 -0.14 -0.24 2.15
C -0.2671 -1.8626 1.9698 -0.33 -1.53 0.73
C -0.2156 -4.6034 1.3576 -0.07 1.74 1.92
C -0.1920 -0.4822 2.2911 0.61 2.21 0.42
C -0.5522 -2.8127 3.0140 0.41 0.25 -0.61
C -0.9917 -0.9943 4.5611 0.07 -1.63 0.11
C -0.4025 -4.0566 -1.0589 -0.13 0.72 1.92
C 1.6660 1.6974 -3.1481 -0.51 1.37 -2.13
C 2.9153 3.7963 -1.8275 0.05 -1.75 -1.24
C -0.3492 -4.1748 2.6796 -0.21 -1.86 -0.33
C 2.9304 2.2406 0.1329 1.10 -1.78 1.57
C -0.9363 -2.3781 4.3144 0.00 1.56 -1.04
C 3.8422 -0.5984 1.8241 -0.49 -0.10 -1.27
C 1.8467 2.9170 -3.8786 0.94 -0.82 1.22
C 2.6204 2.5425 -1.2014 -0.82 1.25 -1.75
C -3.6491 1.5478 0.1833 -0.74 0.55 0.33
C -3.1008 2.8825 -1.8803 1.01 0.95 -0.52
C 2.5752 3.8937 -3.2110 0.17 1.59 0.75
H -3.4082 0.5700 0.6166 -0.06 0.17 -0.26
H -1.0410 -4.9170 -0.8682 -0.12 -0.24 -0.78
H 5.4738 0.7385 4.8396 -0.35 -0.07 -0.72
H 2.8505 4.8320 -3.7629 -0.23 -0.94 0.62
H 1.6110 3.0337 -4.9374 -0.10 -0.30 0.43
H -5.8575 1.7679 0.4870 0.49 -0.47 0.32
H -4.6976 2.0356 -2.9982 -0.50 0.20 0.37
H -0.3742 -4.8954 3.5353 0.03 0.55 -1.02
H 3.6020 4.4994 -1.3465 -0.57 -0.08 -0.12
H -0.9307 -3.2689 -1.6003 0.27 -0.36 -0.45
H 3.7946 0.2385 4.7937 0.51 0.38 -0.76
H -1.3276 -0.6845 5.5216 -0.19 0.33 0.65
H 0.5516 -4.3377 -1.5102 -0.22 0.03 -0.34
H -5.3887 0.6684 -0.8596 0.30 0.90 0.24
H 4.3528 1.5003 3.6335 0.26 -0.41 -0.24
H -0.1136 -5.6384 1.0172 -0.12 0.44 0.39
H 1.1973 0.8766 -3.6809 -0.06 -0.45 0.33
H -2.9037 3.8299 -1.3625 0.04 0.01 -0.09
H -4.8347 3.8327 -2.6867 0.18 -0.16 -0.52
H -3.5076 2.2953 0.9891 0.11 -0.15 -0.48
H -2.4537 2.8578 -2.7921 -0.40 -0.21 0.83
H 3.4194 3.0096 0.7640 -0.27 -0.73 -0.25

(2)
56
Properties=species:S:1:pos:R:3:forces:R:3 method="wB97M-V/def2-TZVPD" charge=+1 homo_lumo_gap_ev=8.503 homo_energy_ev=-11.56 lumo_energy_ev=-3.1
Au -0.2489 0.1530 0.2097 0.20 0.35 0.20
O 0.8587 1.0560 3.2492 -0.01 0.73 0.77
O 2.0996 -0.8614 -0.5158 0.00 0.05 -0.14
N -1.1659 -1.7236 3.2443 0.19 -0.11 -0.15
N -1.2560 1.0635 -3.7739 0.02 0.00 -0.01
N 1.3917 4.9278 -5.6460 -0.02 0.00 0.02
N -1.1160 0.6228 -1.6498 -0.17 0.04 -0.11
N 2.2164 -2.9278 3.7217 -0.04 -0.05 0.06
N -0.2670 -0.7001 3.0394 0.49 0.89 0.40
N -0.9506 -1.9253 -0.0025 0.04 -0.15 -0.12
N 3.5572 -2.1936 0.5605 -0.10 0.07 0.07
C 0.6302 -0.4693 1.9130 -0.97 -1.53 -0.90
C 1.1436 3.9549 -3.2639 -0.02 -0.02 0.05
C -0.4374 0.7007 -2.7772 -0.04 0.01 -0.03
C 0.5785 2.0364 0.5151 0.10 0.03 -0.09
C -2.1331 -1.8796 2.1548 -0.10 0.02 0.05
C -0.4435 -2.5783 -1.0576 -0.08 -0.04 0.13
C -1.7978 -3.9826 0.8264 -0.02 -0.02 -0.02
C 0.7873 2.7530 -0.7737 0.00 -0.08 0.04
C -0.5862 -3.9416 -1.2260 0.02 0.02 -0.02
C 1.2907 4.5168 -4.5777 0.03 0.01 -0.06
C -1.2756 -4.6590 -0.2637 -0.01 0.01 0.01
C -0.1918 3.5942 -1.3013 -0.02 0.01 0.01
C 2.4542 -1.4205 0.5228 0.32 -0.09 -0.05
C 2.1505 3.1523 -2.7296 -0.03 0.01 0.00
C 1.9669 2.5589 -1.4925 0.00 -0.03 -0.02
C 1.9859 -2.1894 2.8691 0.17 0.12 -0.08
C -1.6187 -2.6132 0.9384 0.03 0.07 0.02
C 1.6803 -1.3130 1.7793 0.11 -0.11 0.15
C -0.0234 4.1912 -2.5363 0.01 0.00 -0.01
C -0.6209 0.6459 5.1360 -0.11 -0.14 0.03
C -2.5202 1.2314 -3.2638 0.01 0.01 0.01
C -0.0016 0.3718 3.8209 0.03 -0.02 -0.32
C -2.4240 0.9504 -1.9395 0.02 0.00 0.03
H -2.3455 -4.5103 1.5957 0.00 0.00 0.00
H -1.1025 3.7706 -0.7410 0.00 0.01 0.00
H -0.9746 1.2190 -4.7286 0.00 0.00 0.00
H -3.3552 1.5289 -3.8719 0.01 0.00 0.00
H 3.0633 2.9938 -3.2881 0.00 0.00 0.00
H -2.9870 -2.4259 2.5550 0.01 -0.01 0.01
H -0.0825 2.5687 1.1955 -0.04 -0.05 0.00
H 4.1139 -2.2633 -0.2741 0.01 -0.01 0.00
H 3.9032 -2.5926 1.4170 -0.01 -0.02 0.00
H -1.6254 0.2304 5.1879 0.01 0.00 0.03
H -0.6572 -2.5818 3.4433 -0.07 -0.05 0.03
H 0.6197 0.5259 -2.8892 0.01 0.02 0.02
H -3.1905 0.9663 -1.1852 0.01 0.00 0.00
H 1.5217 1.8480 1.0152 0.00 0.03 0.08
H -1.4059 -5.7287 -0.3579 0.00 0.00 0.00
H 2.7347 1.9114 -1.0864 0.00 0.01 0.01
H -0.6270 1.7171 5.3169 0.01 0.00 -0.02
H -2.4747 -0.8798 1.8841 -0.03 -0.01 -0.02
H -0.0128 0.1665 5.9055 -0.01 0.01 0.01
H 0.1143 -1.9826 -1.7646 0.00 0.02 -0.04
H -0.7876 4.8380 -2.9464 0.00 0.00 0.00
H -0.1556 -4.4222 -2.0925 -0.01 0.00 0.00